(1)
41
Properties=species:S:1:pos:R:3:forces:R:3 method="wB97M-V/def2-TZVPD" smiles="O=C1C=CC(=O)C(CCCC(F)(F)C(F)(F)F)=C1.CCOC(=O)C(F)(F)F" de_lowest_kj_mol=0.0 e_tot_ha=-1679.80131 homo_lumo_gap_ev=8.97
O 0.3917 1.1377 5.6911 1.4 0.8 -2.5
C 0.7864 1.2314 4.5221 -0.9 -1.3 0.7
C 1.5039 2.4776 3.8882 -0.5 0.0 -2.1
C 1.2916 2.7459 2.5267 -0.2 -1.9 2.6
C 0.2886 1.7641 1.7692 -0.4 1.1 -1.0
O -0.4233 2.2566 0.8831 1.6 -1.6 1.8
C 0.2202 0.2335 2.2048 0.8 0.0 2.2
C -0.1052 -0.9030 1.1514 -0.4 1.1 0.1
C 0.8152 -0.7362 -0.1446 -0.7 0.0 0.6
C 2.3566 -0.7681 0.2632 0.3 -0.4 -0.6
C 3.2181 0.4292 -0.3139 -0.1 -0.8 -0.6
F 2.5116 1.6204 -0.5167 0.9 -1.9 0.4
F 3.7104 -0.0070 -1.5799 -0.8 1.2 1.8
C 4.5071 0.7990 0.5598 0.8 0.9 -0.6
F 4.9245 2.0820 0.1889 -0.4 -2.4 0.8
F 5.5174 -0.1038 0.2528 -1.7 1.7 1.1
F 4.2768 0.8300 1.9264 0.4 -0.3 -2.4
C 0.4924 -0.0146 3.5677 -0.2 1.5 -2.9
H 2.1682 3.1238 4.5354 -1.1 -0.9 -0.7
H 1.7651 3.6120 1.9860 -0.8 -1.1 0.6
H 0.0151 -1.9259 1.6319 0.0 1.3 -0.5
H -1.2043 -0.7970 0.8490 1.5 -0.2 0.3
H 0.4883 0.2222 -0.6631 0.7 -1.1 0.7
H 0.5532 -1.5837 -0.8521 0.5 1.0 0.8
H 2.5499 -0.8595 1.3778 -0.6 0.3 -1.3
H 2.7921 -1.7206 -0.2005 -0.3 1.5 0.7
H 0.4503 -1.0761 3.9446 0.0 1.5 0.0
C -2.9113 0.8811 -3.6238 0.3 -0.1 0.1
C -4.1256 0.0459 -3.2699 -0.1 0.8 -0.2
O -3.7847 -1.3491 -3.2174 0.2 -0.8 0.6
C -3.2202 -1.7724 -2.0749 -0.6 1.6 -0.4
O -2.9907 -1.0679 -1.1306 0.2 -0.7 -0.1
C -2.9557 -3.2739 -2.1363 0.4 -1.8 -0.1
F -2.4075 -3.6513 -3.3056 -0.1 0.5 0.2
F -4.0900 -3.9843 -1.9970 0.0 0.5 0.0
F -2.1200 -3.6893 -1.1716 -0.2 0.6 -0.1
H -2.4586 0.5254 -4.5525 -0.1 0.1 0.0
H -3.1885 1.9303 -3.7445 0.0 -0.1 0.0
H -2.1457 0.8119 -2.8480 -0.1 0.1 0.0
H -4.8845 0.1530 -4.0469 0.1 -0.4 0.0
H -4.5788 0.3707 -2.3302 0.2 -0.2 0.0

(2)
26
Properties=species:S:1:pos:R:3:forces:R:3 method="wB97M-V/def2-TZVPD" smiles=Cn1ccc[n+]1Nn1ccc[n+]1C de_lowest_kj_mol=535.8 e_tot_ha=-585.60762 homo_lumo_gap_ev=8.92 charge=+2
C 2.1047 1.8023 -0.8754 2.3 -0.7 -1.3
C -1.3958 -2.0014 -2.2803 -0.4 -0.1 -0.4
C 1.7024 2.6627 0.0972 -1.9 -2.5 -0.9
C -1.5169 -0.7292 -1.7482 0.7 -2.2 0.8
C -0.9117 -2.8739 -1.2261 -0.4 5.0 -1.0
C 1.3687 0.6211 -0.7581 0.1 1.3 0.6
C -0.0074 2.7022 1.8088 -1.9 -2.9 3.7
C -0.1971 -2.4761 1.1240 -0.4 -1.7 -0.9
N 0.6605 2.1178 0.7387 2.1 0.8 -2.2
N -1.0997 -0.8583 -0.4101 -0.2 0.6 -0.1
N -0.6182 -2.1290 -0.1677 -2.1 0.7 -2.3
N 0.5327 0.8881 0.2548 -3.6 -2.5 1.1
N -1.0258 0.1330 0.4619 2.8 2.9 -3.5
H 2.9989 2.0536 -1.4744 -0.8 -0.7 0.1
H -1.6548 -2.2641 -3.3481 0.4 0.1 1.6
H 2.0523 3.5930 0.2338 1.0 3.2 1.0
H -1.7735 0.2105 -2.2264 -0.1 -0.1 0.5
H -0.5947 -3.8211 -1.2390 0.7 -3.7 -0.2
H 1.4262 -0.3648 -1.2041 -0.1 0.3 -0.2
H 0.6860 2.9624 2.6120 -0.1 0.0 -0.2
H -0.7084 3.4629 1.6503 -0.6 1.4 -1.1
H -0.6744 1.8591 2.2149 1.0 1.4 0.0
H -0.8704 -2.1991 1.8374 -2.8 0.0 1.8
H -0.0166 -3.5272 1.1136 0.5 -0.5 0.4
H 0.5466 -1.8519 1.3830 3.7 1.4 0.7
H -1.0138 0.0272 1.4276 -0.1 -1.4 2.0